Entry 1:
The following is a DFT calculation (ωB97M-V/def2-TZVPD) of a 6-piece molecular cluster, C33H67BIO12 overall.

CARTESIAN COORDINATES (ANGSTROEM)
H -10.035 2.156 -3.250
H 11.409 7.375 5.917
B -6.228 -2.123 0.097
C -2.174 -4.067 -3.682
C -8.883 -0.772 -2.406
C -5.643 0.386 0.829
O 0.691 -5.306 -2.067
C 0.050 -1.912 -0.028
C 6.737 4.412 3.359
H -4.441 -2.692 -1.277
H 9.707 5.541 5.417
H 6.007 2.538 0.820
H -6.443 -1.062 2.076
H -2.865 -2.371 2.718
C 2.092 0.448 -6.479
H 3.717 -0.511 -4.557
H -0.753 -1.575 2.561
H -3.224 -5.944 -3.412
H -0.565 -1.057 0.257
H 4.150 4.185 0.854
O 1.480 0.081 -0.477
H -7.869 -0.464 -4.333
O -8.810 -1.357 -1.374
C 2.852 -0.584 -3.894
O 12.267 4.966 8.691
H -3.749 -4.646 -2.341
H 2.296 1.508 -3.923
C 1.722 0.581 0.763
C 0.110 -2.963 1.098
H 4.999 4.666 4.557
H 6.373 3.918 5.386
C -3.414 -4.870 -3.354
C -2.267 -3.067 2.125
H -6.572 0.585 0.299
H 9.092 7.131 4.978
C 12.237 4.851 6.320
H 10.228 8.140 6.954
C 9.417 6.513 5.813
H 12.208 5.566 5.502
O 6.527 4.003 2.099
H 13.255 4.477 6.396
C -10.555 0.718 -4.755
H 1.675 -1.721 -1.458
C -0.784 -2.635 2.292
H 1.477 1.326 -6.287
H 2.210 -1.743 0.201
C 1.421 -1.375 -0.458
O 2.785 0.463 1.308
O -1.123 -4.302 -2.735
H -2.408 -4.074 2.525
H -4.743 2.125 1.840
H -6.491 1.925 2.101
H -0.105 0.553 1.778
H 5.390 2.956 4.295
H 5.721 2.118 2.490
C -5.062 -3.146 -0.489
H -5.595 -3.966 -0.995
H 0.482 -6.818 -4.122
H -4.618 -3.765 1.557
C 2.547 0.728 -3.202
H 3.578 2.563 1.292
H -0.002 1.841 0.600
H -6.583 -1.432 -0.837
H -1.041 -7.211 -3.308
C 1.418 -0.758 -5.863
H -8.641 1.369 -3.956
H -1.818 -4.239 -4.700
C -0.238 -5.303 -2.831
H 3.100 0.630 -6.115
H -4.218 -4.624 -4.048
H -10.218 -0.243 -5.145
C 5.635 2.927 1.766
C 5.809 3.945 4.457
C -5.541 1.399 1.991
C 4.207 3.394 1.603
I -4.056 0.715 -0.605
H -7.216 -1.711 -3.277
O 10.954 6.429 7.718
H 2.151 0.287 -7.552
H 0.888 1.956 2.178
C 11.849 5.425 7.664
C -4.147 -3.788 0.567
H -11.577 0.586 -4.398
C -5.690 -1.066 1.273
H -5.347 0.872 2.927
H 3.092 -1.345 -3.154
H -7.174 -2.789 0.506
C -9.667 1.200 -3.624
H -10.560 1.440 -5.574
O 0.570 -1.373 -6.450
H -4.741 -1.341 1.751
H 3.409 1.058 -2.621
H -3.062 -1.978 0.424
C 10.552 7.177 6.563
H -2.390 -3.003 -3.602
H 1.151 -3.071 1.416
H 11.572 4.019 6.091
O 7.623 5.198 3.572
H -1.019 -6.118 -4.706
H -2.132 -3.449 -0.025
H -8.740 -2.001 -4.141
H -0.416 -2.319 -0.925
C -2.815 -3.004 0.698
O 1.722 -1.108 -4.601
H 3.806 3.801 2.533
H -0.185 -3.932 0.692
C -0.482 -6.424 -3.812
C -8.137 -1.250 -3.630
O -9.702 0.324 -2.505
H -0.381 -3.172 3.157
H -3.895 -4.833 0.342
C 0.564 1.313 1.365
H 8.569 6.352 6.477
H 1.698 0.618 -2.531

Cartesian forces (eV/Å) of the 3 atoms listed first:
H -0.004 -0.023 0.056
H 0.022 -0.053 0.012
B 0.902 0.059 -0.107

Computed properties:
DFT total energy: -68655.3627 eV
LUMO energy: 1.810 eV
Largest force on an atom: 1.11 eV/A
Total charge: -1
HOMO energy: -4.9 eV

---

Entry 2:
The following is a DFT calculation (ωB97M-V/def2-TZVPD) of C33H67GaN2O6P as an isolated structure.

CARTESIAN COORDINATES (ANGSTROEM)
C -1.090 -1.586 1.254
H -4.403 -1.345 0.854
C -2.019 -2.286 0.100
C 3.077 7.065 0.881
C 2.724 5.566 0.685
H -3.500 -4.036 0.243
H -7.493 -0.642 6.515
H 2.643 -5.263 1.548
H 0.111 -4.551 -4.024
C 1.887 0.265 -5.070
O -7.395 -2.132 4.934
H -2.598 -3.660 1.819
H -3.959 -1.944 2.564
P 0.975 -3.943 3.940
H 4.249 -0.582 2.706
O -0.154 -2.143 -3.212
C 2.573 -0.013 1.342
C 2.366 5.290 -0.796
C 1.150 -2.846 -4.990
H 0.474 -3.507 -6.955
O 0.428 -2.338 4.221
C 3.501 -2.434 1.657
C 1.112 -4.268 -4.364
N 1.625 5.197 1.631
H 5.962 -6.371 5.137
H -0.772 -2.448 1.944
H -0.502 -4.598 2.375
C 0.181 -0.942 0.463
C -4.328 -2.271 1.528
H -5.434 -2.737 4.385
H -0.862 0.302 -3.021
O -0.280 -4.949 3.277
H 3.012 -2.480 0.609
H 0.831 0.630 -2.611
C 0.238 5.598 1.239
H 2.647 -2.164 -6.477
C 5.406 -5.538 4.564
H -0.567 0.549 -6.114
H 4.862 5.200 0.348
C 0.112 0.579 -3.434
C 4.055 4.822 0.982
H -0.827 -3.232 -5.816
H -7.515 -1.876 2.007
H 0.320 7.408 2.479
C -0.841 4.954 2.150
H 4.147 7.254 0.752
O 1.638 3.838 1.775
H 2.422 4.212 -0.992
H -6.767 -2.305 7.024
H -1.344 -2.945 -0.551
H -7.528 -3.565 2.734
H 2.275 -0.189 -5.977
H -1.057 5.667 -0.512
C -3.113 -3.174 0.896
H 3.108 5.756 -1.453
C -5.649 -3.193 1.546
H -1.834 5.346 1.913
H 2.835 7.405 1.893
C 0.970 0.118 1.404
H -0.276 -0.380 -0.441
C -0.081 5.253 -0.231
C -6.310 -2.138 3.949
C 0.596 -0.403 -4.535
Ga 2.942 -4.133 2.677
H 1.797 -4.344 -3.512
H 2.571 7.717 0.166
C 0.136 -2.834 -6.160
H -5.408 -4.311 1.733
H -0.001 1.590 -3.837
H 0.757 -1.117 -7.326
H -1.016 7.391 1.329
H -0.644 5.170 3.205
H 1.703 1.315 -5.324
H 1.409 -5.024 -5.097
H 2.632 -1.127 3.398
C -0.457 -0.444 -5.663
H 2.680 0.250 -4.314
H -0.902 3.868 2.029
H -5.783 -1.177 5.945
H -2.600 -1.498 -0.519
H -0.942 -1.508 -7.469
H 4.361 4.960 2.026
H -0.168 4.167 -0.352
H 0.864 -1.789 0.107
O 1.296 -4.548 5.348
C -6.857 -1.547 6.164
H 0.579 0.063 2.482
H 2.951 -0.284 0.277
H 3.991 3.748 0.784
H -1.441 -0.697 -5.249
H 4.650 -2.482 1.484
N 0.902 -1.761 -3.991
H -6.085 -3.159 0.468
C 4.492 -4.946 3.827
H 3.009 1.032 1.570
C 0.036 7.117 1.461
H 3.053 -3.687 -5.731
C 2.598 -2.712 -5.535
C -6.827 -2.665 2.515
C 3.216 -1.036 2.419
H 0.748 5.409 -2.210
H 3.253 -2.218 -4.811
H -6.015 -1.022 3.789
H 0.948 6.861 -1.256
H 0.588 7.742 0.765
C 0.976 5.768 -1.200
H 0.687 1.172 0.997
C -0.114 -1.452 -6.753
H 1.069 -1.936 4.858
H -1.649 -0.740 1.795

Cartesian forces (eV/Å) of the 3 atoms listed first:
C 0.385 -0.204 -2.305
H -0.360 -1.257 1.090
C -0.584 -0.060 1.899

Computed properties:
DFT total energy: -112230.5609 eV
Multiplicity: 3
<S²>: 2.0089
LUMO energy (spin up / spin down): 1.870 / 1.326 eV
Largest force on an atom: 6.48 eV/A
Total charge: -1
HOMO energy (spin up / spin down): -5.2 / -5.2 eV

---

Entry 3:
The following is a DFT calculation (ωB97M-V/def2-TZVPD) of a 3-piece molecular cluster, C33H68ClN3O6P overall.

CARTESIAN COORDINATES (ANGSTROEM)
H 5.621 0.956 0.440
C -4.389 -0.691 -0.484
C -6.661 -0.171 -1.645
H -3.974 -0.055 -1.264
H -0.189 -2.591 -0.501
H -8.505 -0.929 1.656
H 2.011 -5.864 0.729
H 8.523 7.475 3.824
C -0.860 -3.197 0.106
H 9.886 2.659 1.044
C 5.580 -0.951 -1.552
C -7.842 -0.325 1.044
H 7.396 1.872 1.708
C 1.521 -3.799 0.978
C 9.305 7.477 3.061
H 3.276 -2.400 -1.186
H 3.089 -5.572 -2.978
H -11.384 1.191 1.327
H 10.166 8.019 3.447
H 3.871 -3.294 -3.608
O -6.386 -3.559 2.326
O -6.293 -4.719 0.425
C 9.032 0.656 1.046
H -4.798 -2.793 -1.070
H 1.537 -6.038 -1.483
C 2.961 -3.450 -3.027
H -8.304 1.373 -0.199
H 10.732 1.520 2.103
H -3.894 -0.363 0.435
H 1.052 -4.367 -1.520
C 2.234 -4.924 0.224
H 5.864 -1.478 -2.465
C -3.992 -2.164 -0.704
Cl -10.653 -1.572 0.813
H 7.743 5.722 2.118
C -5.860 -0.323 -0.343
C 6.737 -0.056 -1.097
H -5.325 -0.780 -3.224
H 8.596 4.335 2.834
H 8.937 0.082 1.969
C -1.919 -2.297 0.774
H -5.850 0.678 0.096
H -6.955 3.478 1.049
O -6.331 3.215 -0.878
O 11.323 4.546 2.635
C 3.317 -0.904 -2.731
H 9.219 -0.066 0.252
C -8.498 0.294 -0.197
H 1.936 -3.781 1.986
H -6.071 -1.184 1.512
H -5.670 -2.977 2.609
H 4.007 -4.788 -1.717
H 10.930 1.438 0.341
H -8.573 6.357 0.831
C 4.273 -0.185 -1.780
C -3.357 -2.796 0.543
H -1.812 -1.275 0.407
H -5.824 5.798 -1.628
H -1.734 -2.278 1.848
C -7.056 -2.513 0.208
H -6.917 6.775 1.310
H 3.768 -0.023 -0.824
C 7.706 1.367 0.789
H 1.704 -2.840 0.495
H -6.274 -2.128 -2.592
P -10.368 0.170 -0.288
H 8.998 4.862 1.200
H 3.835 -1.104 -3.670
H 8.931 7.999 2.178
H -3.327 -3.871 0.369
H 4.496 0.807 -2.183
H 2.129 -3.509 -3.733
H -1.359 -3.890 -0.574
C -6.482 -3.686 0.978
H -8.136 -2.583 0.344
H -6.459 0.860 -1.956
H -7.031 -0.909 -3.594
H 1.694 -2.075 -1.947
H -0.319 -3.820 2.116
C -6.770 3.893 0.042
H 6.832 0.800 -1.768
H -7.478 0.480 1.683
C 10.228 1.633 1.149
C -0.004 -4.032 1.095
N -6.632 -1.147 0.664
H 11.633 6.439 3.305
C -6.870 5.859 -1.331
H 7.654 -0.646 -1.149
H -7.471 5.381 -2.105
H -0.197 -5.088 0.902
C 8.699 5.209 2.189
H 2.487 -0.227 -2.942
C 10.953 5.673 2.896
C -7.589 5.951 1.071
C 3.054 -4.761 -2.250
H 6.546 -0.429 1.016
O -8.066 -0.271 -1.416
H -3.956 -2.592 1.439
C 6.575 0.432 0.341
H 3.310 -4.764 0.327
C 2.759 -2.214 -2.129
H 7.831 2.142 0.026
O -10.554 1.337 0.851
H -7.161 6.901 -1.238
H -3.227 -2.200 -1.481
H -6.851 -2.664 -0.840
N -7.072 5.189 -0.052
C 1.886 -5.026 -1.275
H 5.422 -1.699 -0.771
N 9.692 6.122 2.726
H -7.679 5.307 1.943
C -6.290 -1.064 -2.811

Cartesian forces (eV/Å) of the 3 atoms listed first:
H -0.057 -0.016 0.033
C 0.049 -0.407 0.303
C 0.254 0.489 -0.381

Computed properties:
DFT total energy: -73885.0480 eV
LUMO energy: -2.905 eV
Largest force on an atom: 0.94 eV/A
Total charge: +1
HOMO energy: -10.2 eV

---

Entry 4:
The following is a DFT calculation (ωB97M-V/def2-TZVPD) of a 7-piece molecular cluster, C33H68N2O22S6 overall.

CARTESIAN COORDINATES (ANGSTROEM)
O 1.320 1.122 7.788
H 2.490 2.426 -3.829
O 0.706 -0.265 -1.511
C 1.103 -5.623 -1.297
H 1.047 3.289 -0.308
O -4.255 7.056 -1.668
H -1.687 4.783 -0.667
H -1.717 7.634 0.486
H 4.233 2.143 -3.506
C 0.634 10.420 -5.842
C 0.031 -2.233 0.811
H 1.647 10.618 -6.198
C 4.231 2.065 -7.539
C -3.028 -6.180 0.020
H 2.919 1.620 -0.695
C 0.730 4.792 3.607
H -4.205 7.847 -5.049
C -3.204 7.907 -4.621
O 0.531 -9.023 2.585
H 1.228 8.619 -4.849
C -1.188 -4.210 -1.008
H 0.689 -1.713 1.615
H 0.744 -2.529 -0.033
N 0.733 -4.290 3.824
H 2.281 2.374 -8.420
H 0.074 0.665 10.076
H -2.902 -2.754 1.296
H -2.877 -6.364 -1.118
C 1.400 -9.927 4.879
O -0.058 -11.376 3.261
S 1.608 4.609 2.081
H 0.973 5.772 4.020
S 0.322 1.412 6.547
H 1.049 4.008 4.294
H 1.298 3.052 8.573
O -3.906 4.587 -2.034
O 3.020 4.613 2.362
O 2.286 -10.786 2.656
H 2.958 -9.713 0.333
H -1.140 -0.669 -4.081
H 2.223 -9.213 4.842
C 1.357 2.568 0.455
H -3.218 8.531 -3.727
H 0.555 8.342 -6.451
H -2.184 -7.473 2.410
S 3.443 0.881 -5.339
C 2.800 2.144 0.256
C -0.321 -1.254 -3.515
O -1.938 7.716 -6.903
H -2.605 -3.679 2.866
O 3.729 2.213 -6.213
H -4.042 -4.141 -0.367
H -0.997 -6.948 0.443
H -1.617 7.219 -1.221
O 1.143 3.091 1.765
H 0.710 1.693 0.354
H -3.477 -7.182 0.410
O -1.506 -1.060 -1.099
C -0.706 -3.526 1.517
O -0.982 0.897 6.871
C 2.217 -10.511 0.238
H 0.997 -6.205 0.889
O 2.160 0.347 -5.715
O 4.632 0.068 -5.323
H -1.871 -2.014 2.674
O 0.516 2.768 6.098
H 3.127 1.489 1.067
H 5.047 1.337 -7.567
H 2.102 0.665 5.188
C -1.356 6.878 -0.215
H 3.466 3.010 0.251
H 1.100 -0.691 5.806
C 1.089 0.316 5.387
H 0.187 2.315 10.733
O -0.801 8.691 -4.910
H -2.858 -5.815 2.785
H 1.548 -4.799 -1.989
H 2.376 -11.034 -0.707
C -5.848 5.367 -0.466
H -0.827 1.976 9.325
H -0.269 6.822 -0.149
O -3.401 5.620 0.177
H 2.224 1.845 9.459
C -0.355 -0.830 -1.956
C -1.980 5.527 0.080
C 0.116 1.726 9.815
H 2.754 0.683 -8.311
C 3.128 1.690 -8.512
H 1.234 -10.035 0.200
H 1.715 -10.859 5.348
O -1.322 -0.150 1.007
H 0.690 -0.917 -3.979
S -4.266 5.697 -1.189
H 3.020 0.920 -3.029
H -5.157 -5.516 0.122
H -0.067 10.756 -6.611
C 0.795 -5.258 0.262
H 1.519 -12.228 1.362
C 0.221 -3.811 2.827
C -1.910 -6.341 2.365
H 0.559 -9.498 5.424
S -2.139 8.649 -5.824
H 1.579 -4.478 0.556
H 4.650 3.031 -7.829
O 1.024 5.492 1.102
H 3.496 1.715 -9.540
H -0.340 4.725 3.409
H -6.598 5.436 -1.254
C -0.751 -4.734 0.473
N -1.712 -3.911 -2.065
H -1.619 5.170 1.048
C 0.450 8.944 -5.544
H -5.840 4.363 -0.043
C -2.105 -2.988 2.082
H -6.046 6.112 0.304
C 1.296 2.009 8.905
H 0.500 0.331 4.470
H -2.835 6.907 -4.390
C 3.282 1.680 -3.767
C -1.614 -6.033 0.819
C 2.311 -11.474 1.407
H -0.391 -2.382 -3.689
S 0.863 -10.269 3.227
H 0.446 11.022 -4.949
H -1.001 -6.241 3.067
H -4.162 -4.727 1.452
C -4.117 -5.049 0.356
C -0.970 -1.120 0.256
H 3.265 -12.005 1.357
O -2.581 10.000 -6.058
O 0.924 -6.771 -1.793

Cartesian forces (eV/Å) of the 3 atoms listed first:
O -0.261 -0.098 -1.072
H 0.060 -0.094 -0.038
O -4.813 -2.462 -0.961

Computed properties:
DFT total energy: -148352.1267 eV
Structure (SMILES): CC[C@H](C)[C@](C#N)(CC=O)[C@@](C)(C#N)CC(=O)OC(C)=O.CCOS(C)(=O)=O.CCOS(C)(=O)=O.CCOS(C)(=O)=O.CCOS(C)(=O)=O.CCOS(C)(=O)=O.CCOS(C)(=O)=O
LUMO energy: -0.210 eV
Largest force on an atom: 7.02 eV/A
HOMO energy: -10.5 eV

---

Question: What is the formula in the first record?
Answer: C33H67BIO12